[1]
Below is 10 unconnected molecules or ions with the total composition C20H40Br20 at a distorted geometry, with properties calculated with ωB97M-V/def2-TZVPD.

Electronic energy: -52266.3676 Ha
HOMO: -0.357 Eh
Maximum force: 1.2 eV/A
Kohn-Sham gap: 0.3574 hartree
SMILES: BrCCBr.BrCCBr.BrCCBr.BrCCBr.BrCCBr.BrCCBr.BrCCBr.BrCCBr.BrCCBr.BrCCBr

```
! wB97M-V def2-TZVPD RIJCOSX def2/J DEFGRID3
* xyz 0 1
Br 0.78808 0.80133 -4.19686
Br 0.38181 4.44511 5.00559
Br -1.49917 -1.19235 -1.92086
Br -1.28616 -5.02410 3.16811
Br 6.64073 4.59683 1.41263
Br -3.06785 2.18076 3.02894
Br 4.55541 1.67455 0.76207
Br 0.74961 1.83794 0.66731
Br 4.72628 3.08424 -4.05280
Br -2.33132 -1.92087 1.89477
Br -1.19058 4.01839 -1.85434
Br -2.87977 -5.88478 -1.95942
Br 3.73853 -1.25105 -4.10557
Br 3.83560 1.37561 5.18316
Br -4.35546 -2.88409 -5.06380
Br 0.89781 -1.16414 2.75215
Br -4.23557 5.49395 0.03301
Br 0.47240 -4.45704 -3.59692
Br -6.22349 -1.53052 2.33177
Br 1.26389 -7.37804 2.29394
C -3.53096 -4.44210 -4.23424
C 1.40728 -2.75053 -3.76861
C -0.71172 0.77703 -0.05991
C 4.83547 4.22687 1.99368
C -5.00462 -2.86504 1.61178
C 2.15185 -0.61691 4.12766
C -1.31152 2.94848 3.36391
C -2.34252 5.38799 0.36576
C -3.62687 -4.26665 -2.76889
C -1.43226 4.01999 4.39395
C 2.49104 0.81345 3.90331
C 0.37079 -6.07854 1.15841
C 0.08505 -4.77427 1.85205
C -1.55247 5.67818 -0.90433
C 2.21965 1.89842 -3.48403
C -0.12983 -0.37329 -0.79892
C 4.03453 3.51047 0.95036
C 2.82324 -2.96387 -4.12089
C 2.98076 2.50146 -4.66414
C -3.91325 -2.22585 0.80214
H -0.67864 2.14528 3.71192
H 2.47831 3.38313 -5.06117
H -2.12380 6.36000 -1.53182
H 1.32801 -2.23147 -2.81939
H 4.38346 5.16467 2.31697
H 0.58353 -0.01875 -1.53171
H -1.32411 0.47029 0.78268
H 3.05003 1.83641 -5.51936
H 2.85860 1.00323 2.90391
H 0.96458 -4.46208 2.40156
H 4.14934 4.04536 0.01192
H 2.98986 3.51820 1.25422
H 0.98062 -5.93757 0.26708
H -1.91351 3.67192 5.30312
H 0.32602 -1.13449 -0.18104
H -4.63196 -3.42117 2.46044
H 1.61703 1.42970 4.08754
H -0.59139 6.16989 -0.78903
H -1.30256 1.46623 -0.64941
H 1.72199 -0.71216 5.12050
H -1.97500 4.90820 4.09032
H 2.88566 1.24442 -2.93088
H -2.98078 -3.46745 -2.43312
H -0.18117 -4.03758 1.09756
H 2.93981 -3.36946 -5.11764
H -4.18263 -1.30666 0.30345
H 4.87879 3.66667 2.93225
H -0.53234 -6.58206 0.83280
H -2.49005 -4.45548 -4.53048
H 2.99383 -1.29261 4.05375
H -4.64047 -4.15096 -2.41481
H -0.92787 3.36434 2.44245
H 1.85470 2.66709 -2.81076
H -4.05166 -5.32149 -4.58152
H -2.14795 4.38513 0.72020
H -2.05166 6.09450 1.14159
H -3.57826 -2.94579 0.05678
H 3.28258 -3.62382 -3.39611
H -5.58711 -3.53571 0.98592
H 0.80179 -2.21499 -4.48264
*
```

---

[2]
Below is a molecular structure, C14H17N3O2 at a distorted geometry, with properties calculated with ωB97M-V/def2-TZVPD.

Electronic energy: -858.2434 Ha
HOMO: -0.320 Eh
Maximum force: 9.7 eV/A
Kohn-Sham gap: 0.2673 hartree

```
! wB97M-V def2-TZVPD RIJCOSX def2/J DEFGRID3
* xyz 0 1
O 2.34816 -1.31188 -3.28664
O -3.62447 -0.38077 2.87218
N 5.28799 -0.74987 1.93004
N 1.86256 -0.81816 -0.78580
N 2.16353 1.97574 3.30121
C -1.60866 -1.62542 2.84854
C -4.40732 0.74375 2.41208
C -0.30154 -1.77539 2.42921
C 1.80599 -1.00399 1.32198
C -2.29359 -0.41057 2.57513
C 4.14990 -0.45561 1.96816
C 0.38618 -0.74320 1.78574
C 3.28906 -0.75412 -1.13082
C 2.44553 1.01364 2.69656
C -0.26634 0.48149 1.58708
C 2.78877 -0.15953 2.01687
C -1.59546 0.67059 1.96319
C 4.64622 -0.74065 -3.26207
C 3.30799 -0.49692 -2.61948
H -4.07846 1.67026 2.90289
H 3.83386 0.03316 -0.58807
H 1.49907 0.06275 -1.20340
H 1.76420 -0.57669 0.21911
H 3.79132 -1.69248 -0.87296
H -2.13780 -2.41494 3.38957
H -4.34603 0.85123 1.31935
H 0.23175 -2.71024 2.58610
H 0.24337 1.32201 1.10955
H 5.43371 -0.13688 -2.79579
H 1.59126 -1.36795 -2.66364
H 3.03538 0.56707 -2.71725
H 4.92414 -1.80124 -3.17423
H -2.09552 1.64783 1.83855
H -5.42077 0.48285 2.71700
H 4.58489 -0.47857 -4.32516
H 2.05461 -2.07700 1.36530
*
```

---

[3]
Below is a gas-phase ion, C16H25N2 (charge +1) at a distorted geometry, with properties calculated with ωB97M-V/def2-TZVPD.

Electronic energy: -733.8935 Ha
HOMO: -0.449 Eh
Maximum force: 1.9 eV/A
Kohn-Sham gap: 0.3672 hartree
SMILES: C[N+]1([C@H](c2ccccc2)N2CCCC2)CCCC1

```
! wB97M-V def2-TZVPD RIJCOSX def2/J DEFGRID3
* xyz 1 1
N -0.15656 1.47167 -0.85069
N -1.15380 0.90125 -3.13700
C 1.24639 1.23545 1.24698
C 1.31420 1.52912 -0.23943
C 2.80125 -0.76397 -3.34482
C -3.00887 1.28834 -4.67085
C 0.69029 -0.43375 -2.19355
C -2.64736 1.02834 -3.20484
C -1.07551 1.47615 0.47003
C 2.80940 -2.11478 -2.96852
C 0.64013 -1.80922 -1.92016
C -0.70725 0.47478 -4.52708
C 1.70830 -2.61347 -2.30034
C -0.57784 0.37533 -1.91177
C -1.83281 0.82896 -5.52338
C -0.39291 2.82274 -1.48666
C 1.73214 0.06771 -2.98265
C -0.20705 1.19621 1.67427
H 0.23332 2.99905 -2.38931
H -1.45760 2.99023 -1.74798
H -1.94963 0.83865 0.34145
H 1.57570 2.59574 -0.34846
H 1.69688 -3.66823 -1.99582
H 1.81889 1.95859 1.83127
H -3.17379 0.11471 -2.87454
H -0.09657 3.49454 -0.64575
H 0.20399 1.01939 -4.83065
H -3.93547 0.81614 -5.00432
H 3.64470 -0.35034 -3.87567
H -1.50563 1.64015 -6.18283
H -1.33146 -0.20669 -1.28431
H -2.95298 1.86655 -2.56697
H -2.08688 -0.00870 -6.18963
H -0.44612 0.21995 2.07546
H -1.38035 2.53287 0.52648
H -0.24168 -2.22561 -1.41024
H -0.48711 -0.60580 -4.66509
H 3.66204 -2.75711 -3.18627
H 1.73786 1.10954 -3.34311
H 2.00563 0.90992 -0.80848
H 1.71067 0.27674 1.45459
H -3.11896 2.36163 -4.82515
H -0.39585 1.88597 2.49786
*
```

---

[4]
Below is a single C2H3ClFN molecule at a distorted geometry, with properties calculated with ωB97M-V/def2-TZVPD.

Electronic energy: -692.7611 Ha
HOMO: -0.397 Eh
Maximum force: 7.6 eV/A
Kohn-Sham gap: 0.3883 hartree
SMILES: C=N[C@@H](F)Cl

```
! wB97M-V def2-TZVPD RIJCOSX def2/J DEFGRID3
* xyz 0 1
Cl -3.02338 -0.45732 -0.19607
F -1.34200 1.53772 -0.17853
N -0.49405 -0.58846 0.44868
C 0.52388 -0.31328 -0.44117
C -1.50770 0.31834 0.45781
H -1.85898 0.41384 1.57985
H 1.41986 -0.90869 -0.36312
H 0.48779 0.44349 -1.33603
*
```